Entry 1:
Formula: C3H8O2S
Source: OMol25
Level of theory: the ωB97M-V functional and the def2-TZVPD basis

Last column: Löwdin charge in e.
Positions of all 14 atoms, in Å:
O -0.64 0.07 -1.64  -0.081
C 0.08 -0.87 -0.93  -0.256
C 0.60 -0.10 0.27  -0.493
O 1.60 -0.68 1.07  -0.028
C -0.48 0.43 1.22  -0.471
S -1.03 2.16 0.88  0.702
H -1.39 -0.23 -2.18  0.113
H -0.55 -1.77 -0.53  0.155
H 0.96 -1.26 -1.53  0.133
H 1.07 0.77 -0.26  0.140
H 2.46 -0.60 0.67  0.097
H 0.05 0.39 2.19  0.091
H -1.30 -0.27 1.14  0.065
H -1.43 1.98 -0.37  -0.167

The SMILES is OC[C@H](O)CS. Its energy above the lowest of the compared OMol25 structures with the same formula, charge and spin is 129.3 kJ/mol.



Entry 2:
Formula: C8H16O5
Source: OMol25
Level of theory: the ωB97M-V functional and the def2-TZVPD basis

Last column: Löwdin charge in e.
Positions of all 29 atoms, in Å:
C -3.34 0.02 -1.03  -0.165
C -2.82 0.78 0.10  -0.300
C -1.49 0.37 0.76  -0.355
C 0.68 0.28 0.86  -0.189
C 1.96 1.26 0.52  -0.238
C 2.80 0.54 -0.70  -0.081
C 1.30 -1.53 -0.80  -0.468
C 1.10 -1.10 0.70  -0.298
H -2.90 -1.03 -1.02  0.072
H -2.83 0.56 -1.95  0.092
H -4.74 -0.07 -1.10  0.179
H -3.47 0.76 1.07  0.133
H -2.63 1.87 -0.27  0.135
H -1.38 -0.73 1.02  0.135
H -1.33 0.79 1.87  0.155
H 0.32 0.50 1.87  0.134
H 2.74 1.37 1.48  0.199
H 0.83 2.26 -1.12  0.280
H 3.97 0.17 -0.40  0.168
H 2.95 1.26 -1.50  0.105
H 1.91 -2.44 -1.16  0.188
H -0.22 -0.88 -1.44  0.127
H 2.20 -1.19 1.28  0.202
H 0.97 -2.48 2.39  0.252
O -0.48 0.60 -0.05  -0.119
O 1.59 2.47 -0.18  -0.157
O 1.88 -0.46 -1.30  -0.094
O 0.06 -1.84 -1.31  0.033
O 0.38 -2.15 1.39  -0.124

Its energy above the lowest of the compared OMol25 structures with the same formula, charge and spin is 725.5 kJ/mol.



Entry 3:
Formula: C15H20CrN5O7
Source: OMol25
Level of theory: the ωB97M-V functional and the def2-TZVPD basis

Last column: Mulliken spin population.
Positions of all 48 atoms, in Å:
Cr 0.49 -0.08 0.34  3.082
O 1.74 5.60 0.55  0.000
C 1.61 5.18 -0.70  0.000
O 1.77 5.88 -1.66  0.000
C 1.14 3.77 -0.92  0.000
C 0.83 3.29 -2.18  0.015
N 0.46 2.01 -2.06  0.001
N 0.50 1.62 -0.78  -0.047
C 0.93 2.67 -0.08  0.023
C 1.09 2.43 1.39  -0.013
O 1.38 3.30 2.16  0.018
O 0.81 1.17 1.72  -0.010
H 1.54 4.91 1.21  -0.001
H 0.84 3.81 -3.13  0.000
H 0.07 1.41 -2.77  0.002
O 0.96 -1.37 1.84  -0.017
C 0.57 -2.75 2.16  0.010
C -0.93 -2.91 2.19  0.001
C -1.59 -2.57 0.83  0.021
C -2.26 -1.23 0.83  0.012
C -3.63 -1.14 1.06  -0.006
C -4.25 0.09 1.14  0.011
C -3.48 1.24 0.99  -0.007
C -2.14 1.10 0.76  0.025
N -1.53 -0.10 0.67  -0.075
H 0.92 -0.81 2.63  0.005
H 1.04 -3.00 3.10  0.000
H 1.03 -3.36 1.37  -0.003
H -1.34 -2.31 2.99  0.000
H -1.14 -3.95 2.45  -0.001
H -2.34 -3.32 0.59  0.001
H -0.85 -2.62 0.03  -0.020
H -4.19 -2.05 1.18  0.000
H -5.31 0.16 1.32  0.000
H -3.92 2.23 1.06  0.000
H -1.51 1.97 0.64  -0.001
C 0.60 -2.95 -3.46  0.000
O 1.75 -2.29 -2.84  0.002
C 1.59 -1.55 -1.81  0.004
O 0.49 -1.29 -1.27  -0.014
N 2.74 -1.05 -1.31  -0.001
N 2.63 -0.30 -0.12  -0.021
H 1.03 -3.78 -4.01  0.000
H 0.12 -2.25 -4.13  0.000
H -0.08 -3.30 -2.69  0.000
H 3.64 -1.31 -1.69  -0.001
H 3.12 0.59 -0.24  0.002
H 3.07 -0.81 0.64  0.001

Its total charge is +2. The calculation puts the calculated total energy at -2428.12145 a.u. The multiplicity is 4.



Entry 4:
Formula: C42H55BN8O3S2Tc
Source: OMol25
Level of theory: the ωB97M-V functional and the def2-TZVPD basis

Last column: Löwdin charge in e.
Positions of all 112 atoms, in Å:
Tc 0.45 0.67 0.93  1.339
C 4.40 0.19 -1.07  -0.036
C 3.73 -1.19 -0.96  -0.318
C 3.80 -1.74 0.46  -0.027
C 2.36 -1.12 -1.60  -0.148
C 2.11 -1.17 -2.95  0.074
C 0.73 -1.02 -3.14  -0.147
C 0.10 -0.94 -4.50  -0.330
C -0.25 0.51 -4.86  -0.022
C -1.04 -1.91 -4.79  -0.045
N 0.14 -0.90 -1.94  0.160
N 1.16 -0.94 -0.99  -0.002
B -1.33 -0.34 -1.58  -0.483
N -1.20 1.17 -1.49  0.053
N -0.15 1.66 -0.76  -0.050
C -0.06 2.98 -1.01  -0.230
C -1.07 3.33 -1.90  0.074
C -1.77 2.17 -2.17  -0.191
C -3.03 1.96 -2.97  -0.364
C -4.21 1.84 -2.00  -0.033
C -3.24 3.08 -3.98  -0.054
C 1.00 3.87 -0.42  -0.382
C 2.15 4.02 -1.41  -0.040
C 0.42 5.22 -0.02  -0.052
N -1.89 -0.87 -0.27  0.057
N -1.55 -0.26 0.92  -0.015
C -2.31 -0.81 1.87  -0.249
C -3.16 -1.76 1.29  0.061
C -2.87 -1.78 -0.05  -0.180
C -3.52 -2.66 -1.08  -0.333
C -2.50 -3.54 -1.81  -0.038
C -4.46 -1.92 -2.04  -0.045
C -2.30 -0.46 3.34  -0.405
C -3.38 0.59 3.62  -0.069
C -2.53 -1.69 4.21  -0.048
H 5.42 0.12 -0.71  0.091
H 4.42 0.54 -2.11  0.085
H 3.87 0.93 -0.47  0.057
H 4.28 -1.87 -1.61  0.146
H 3.24 -1.14 1.17  0.057
H 3.43 -2.77 0.52  0.086
H 4.84 -1.74 0.78  0.097
H 2.84 -1.30 -3.73  0.139
H 0.92 -1.23 -5.16  0.137
H -1.05 0.89 -4.22  0.048
H 0.61 1.17 -4.75  0.096
H -0.59 0.56 -5.89  0.096
H -1.97 -1.61 -4.30  0.059
H -1.23 -1.92 -5.86  0.092
H -0.80 -2.93 -4.49  0.087
H -2.01 -0.65 -2.50  0.099
H -1.27 4.32 -2.29  0.124
H -2.93 1.01 -3.51  0.112
H -4.34 2.76 -1.44  0.095
H -5.13 1.64 -2.55  0.091
H -4.06 1.02 -1.29  0.069
H -3.39 4.04 -3.47  0.087
H -2.40 3.18 -4.66  0.085
H -4.14 2.89 -4.57  0.088
H 1.39 3.39 0.47  0.079
H 1.81 4.48 -2.34  0.087
H 2.94 4.65 -0.99  0.088
H 2.59 3.05 -1.66  0.070
H 0.07 5.78 -0.89  0.081
H -0.42 5.10 0.67  0.080
H 1.18 5.82 0.48  0.089
H -3.90 -2.36 1.79  0.127
H -4.15 -3.33 -0.49  0.139
H -1.78 -2.94 -2.37  0.043
H -1.95 -4.16 -1.11  0.076
H -3.01 -4.19 -2.53  0.093
H -3.91 -1.28 -2.74  0.054
H -5.03 -2.64 -2.63  0.088
H -5.17 -1.29 -1.49  0.087
H -1.32 -0.05 3.60  0.054
H -4.37 0.16 3.43  0.088
H -3.33 0.90 4.67  0.092
H -3.27 1.47 3.00  0.042
H -3.55 -2.07 4.10  0.082
H -1.85 -2.51 3.99  0.060
H -2.40 -1.42 5.26  0.094
O 2.11 -1.74 4.38  -0.267
S 1.84 -0.34 4.30  0.658
O 0.77 0.20 5.07  -0.264
N 1.64 0.11 2.71  -0.155
C 2.58 0.96 2.32  -0.550
O 2.40 1.49 1.17  -0.133
C 3.64 1.23 3.30  -0.153
C 4.77 2.02 3.18  0.014
C 5.60 2.12 4.29  -0.040
C 5.30 1.46 5.48  -0.038
C 4.16 0.67 5.59  -0.009
C 3.35 0.58 4.48  -0.203
H 4.98 2.55 2.26  0.128
H 6.49 2.73 4.24  0.114
H 5.96 1.56 6.33  0.116
H 3.92 0.16 6.52  0.130
S -0.66 2.14 2.40  0.734
C 0.64 2.92 3.14  -0.725
N 1.52 3.49 3.63  0.141
C 0.78 -1.11 0.39  -0.183
C 0.59 -2.47 0.83  -0.200
C 0.24 -2.72 2.16  -0.020
C 0.09 -4.02 2.61  -0.035
C 0.26 -5.07 1.73  -0.031
C 0.59 -4.84 0.39  -0.056
C 0.75 -3.54 -0.06  -0.021
H 0.11 -1.89 2.84  0.078
H -0.15 -4.21 3.65  0.120
H 0.15 -6.09 2.08  0.117
H 0.71 -5.67 -0.29  0.116
H 1.01 -3.37 -1.10  0.122

Its total charge is +1. Its energy above the lowest of the compared OMol25 structures with the same formula, charge and spin is 0.0 kJ/mol.